18
Properties=species:S:1:pos:R:3:nbo_charge:R:1 method="wB97M-V/def2-TZVPD" e_above_lowest_kcal_mol=7.8 total_charge=+1 e_lumo_ha=-0.1185 energy_ha=-289.36250
C 1.0298 1.1274 -0.8669 -0.23
N 1.3392 -0.2168 -0.2572 -0.50
C 0.1719 -1.1403 -0.4840 -0.23
C -1.0146 -0.2140 -0.6410 -0.44
C -0.4713 1.0919 -1.2172 -0.42
H 1.1473 1.8730 -0.0843 0.23
H 1.6936 1.3382 -1.6936 0.24
H 1.4574 -0.1443 0.7396 0.44
H 2.1634 -0.6256 -0.6885 0.44
H 0.0889 -1.8134 0.3631 0.25
H 0.3199 -1.7807 -1.3424 0.23
H -1.8192 -0.6249 -1.2450 0.25
H -1.4919 -0.0771 0.3225 0.25
H -0.9555 1.9754 -0.8082 0.24
H -0.6563 1.1546 -2.2909 0.24
H -1.6365 -1.0815 2.9645 0.49
H -0.8649 0.1907 3.3187 0.49
O -0.9207 -0.5132 2.6649 -0.97


18
Properties=species:S:1:pos:R:3:nbo_charge:R:1 method="wB97M-V/def2-TZVPD" e_above_lowest_kcal_mol=31.1 total_charge=+1 e_lumo_ha=-0.1846 energy_ha=-289.32526
C -0.5931 1.1849 -2.5414 0.14
N -1.0267 0.1065 -2.0212 -0.58
H 0.0589 1.8668 -2.0111 0.23
H -0.9800 1.4395 -3.5228 0.22
H -1.8547 -0.2805 -2.4681 0.43
H -0.7843 -0.2155 -1.0273 0.48
C 0.4093 -0.3316 2.5141 -0.64
C 0.6263 -0.6260 1.0544 0.09
C 1.3469 0.5186 0.3510 -0.64
O -0.7166 -0.7828 0.4521 -0.77
H -0.1353 -1.1255 3.0306 0.22
H -0.1805 0.5736 2.6704 0.22
H 1.3675 -0.2156 3.0267 0.24
H 1.2048 -1.5425 0.9261 0.19
H 2.3568 0.5937 0.7549 0.25
H 0.9136 1.4977 0.5603 0.22
H 1.3772 0.3194 -0.7188 0.19
H -1.0771 -1.5508 0.9246 0.51